No. 1
Density functional theory data (the ωB97M-V functional and the def2-TZVPD basis) for a gas-phase ion, C5H13N (charge +1) in a non-equilibrium geometry.

Each line ends with the natural charge from an NBO analysis.
CARTESIAN COORDINATES (ANGSTROEM)
C -1.319 -0.026 -2.456  -0.618
C -0.324 0.551 -1.432  -0.293
N -0.242 -0.271 -0.257  -0.108
C 0.360 1.163 1.694  -0.603
C 0.668 -0.087 0.833  -0.106
C 0.900 -1.318 1.676  -0.644
H -0.903 0.150 -3.441  0.248
H -1.519 -1.078 -2.275  0.220
H -2.265 0.493 -2.389  0.243
H -0.717 1.524 -1.126  0.255
H 0.657 0.755 -1.868  0.271
H -0.184 -1.269 -0.521  0.407
H 1.214 1.359 2.331  0.248
H -0.550 1.000 2.273  0.239
H 0.255 2.064 1.092  0.227
H 1.610 0.225 0.343  0.279
H 1.229 -1.048 2.673  0.258
H 1.667 -1.986 1.286  0.243
H -0.001 -1.928 1.754  0.235

Results
⟨S²⟩ ... 0.7545
Gap between HOMO and LUMO (alpha / beta) ... 13.16 / 8.69 eV
Total charge ... +1
DFT total energy ... -6877.385 eV
Multiplicity ... 2
Molecular weight ... 87.2 g mol⁻¹

No. 2
Density functional theory data (the ωB97M-V functional and the def2-TZVPD basis) for a molecular structure, C4H8BrI in a non-equilibrium geometry.

Each line ends with the natural charge from an NBO analysis.
CARTESIAN COORDINATES (ANGSTROEM)
C 0.323 0.112 1.502  -0.680
C 0.844 -0.262 -1.393  -0.701
C -0.675 0.445 0.526  -0.236
C -0.538 -0.073 -0.815  0.029
Br -0.697 2.554 0.278  -0.091
I -1.437 -2.665 -0.209  -0.271
H 0.957 0.982 1.854  0.249
H 0.917 -0.661 1.216  0.227
H -0.264 -0.286 2.345  0.239
H 0.835 -0.873 -2.303  0.251
H 1.062 0.869 -1.700  0.252
H 1.599 -0.608 -0.640  0.232
H -1.694 0.261 0.984  0.266
H -1.233 0.204 -1.645  0.234

Results
Gap between HOMO and LUMO ... 7.39 eV
DFT total energy ... -82419.300 eV
Molecular weight ... 262.9 g mol⁻¹

No. 3
Density functional theory data (the ωB97M-V functional and the def2-TZVPD basis) for 32 unconnected molecules or ions with the total composition C76H198BN8O39 in a non-equilibrium geometry.

Each line ends with the Mulliken charge.
CARTESIAN COORDINATES (ANGSTROEM)
O -0.353 -1.093 2.511  -0.975
C -0.968 -0.451 1.664  0.183
O -2.102 0.174 1.750  -0.790
B -2.532 0.720 0.460  0.984
O -1.590 0.134 -0.485  -0.660
C -0.635 -0.540 0.221  1.061
O 0.203 -1.254 -0.294  -0.555
O -2.541 2.221 0.624  0.219
C -3.762 2.737 0.368  0.388
O -4.008 3.940 0.291  -0.754
C -4.701 1.580 0.119  0.480
O -3.957 0.435 0.340  -0.097
O -5.892 1.456 -0.278  -0.824
C 7.419 -6.891 -0.137  -1.694
C 6.754 -6.203 -1.335  1.529
C 5.223 -6.280 -1.252  -1.487
C 4.640 -5.129 -0.397  -0.315
C 5.213 -3.780 -0.962  -1.121
C 6.729 -3.698 -0.808  1.982
N 7.241 -4.809 -1.607  0.682
O 8.646 -4.694 -1.694  -0.549
C 7.060 -2.467 -1.572  -1.855
C 7.065 -3.691 0.760  -1.477
C 7.202 -6.950 -2.594  -2.015
H 7.227 -6.598 0.895  0.261
H 8.499 -6.850 -0.279  0.386
H 7.106 -7.929 -0.253  0.490
H 5.009 -6.344 -2.319  0.445
H 4.931 -7.247 -0.841  0.385
H 4.735 -5.276 0.679  0.037
H 3.562 -5.066 -0.544  0.436
H 4.741 -2.965 -0.411  0.544
H 4.789 -3.587 -1.947  -0.402
H 8.133 -2.324 -1.694  0.623
H 6.617 -2.499 -2.567  0.327
H 6.639 -1.685 -0.940  -0.021
H 6.539 -2.945 1.355  0.098
H 6.719 -4.626 1.199  0.172
H 8.131 -3.548 0.938  0.440
H 8.291 -6.974 -2.636  0.468
H 6.845 -6.464 -3.502  0.369
H 6.974 -8.014 -2.647  0.388
H 8.751 -4.358 -2.587  0.352
C 4.108 -4.163 4.336  -1.681
C 2.697 -3.691 3.966  2.042
C 1.983 -4.648 2.981  -0.386
C 1.457 -5.879 3.815  -0.932
C 0.535 -5.471 4.917  -1.227
C 1.143 -4.379 5.920  1.430
N 1.823 -3.320 5.118  -0.452
O 2.329 -2.277 5.891  0.887
C -0.012 -3.659 6.630  -1.588
C 2.088 -5.246 6.867  -1.579
C 2.887 -2.459 3.054  -1.357
H 4.219 -5.177 4.718  0.451
H 4.670 -3.595 5.078  0.264
H 4.804 -4.283 3.505  0.076
H 1.029 -4.323 2.566  0.114
H 2.675 -5.066 2.249  -0.051
H 2.320 -6.313 4.320  0.310
H 1.090 -6.635 3.120  0.496
H 0.417 -6.412 5.455  0.444
H -0.393 -5.127 4.459  0.421
H -0.721 -3.114 6.007  0.103
H -0.580 -4.394 7.200  0.511
H 0.343 -2.948 7.377  0.135
H 2.396 -4.684 7.749  0.252
H 1.564 -6.124 7.246  0.473
H 2.888 -5.712 6.291  0.396
H 3.274 -1.581 3.572  0.538
H 1.990 -2.136 2.526  0.078
H 3.586 -2.646 2.238  -0.600
H 2.987 -2.755 6.400  0.173
C -2.488 0.903 -4.173  -1.732
C -1.475 1.967 -4.625  2.162
C -1.324 1.833 -6.231  -1.091
C -0.473 2.928 -6.877  -0.474
C -1.033 4.286 -6.445  -1.862
C -1.220 4.525 -4.905  1.800
N -1.872 3.357 -4.345  -0.139
O -2.320 3.464 -3.010  1.409
C 0.197 4.924 -4.349  -1.644
C -2.243 5.723 -4.690  -1.790
C -0.082 1.542 -3.985  -1.179
H -2.403 -0.050 -4.695  0.576
H -3.559 1.096 -4.225  0.122
H -2.300 0.701 -3.118  -0.233
H -0.853 0.888 -6.500  0.304
H -2.314 1.879 -6.685  0.163
H -0.579 2.727 -7.943  0.513
H 0.577 2.784 -6.622  0.268
H -1.918 4.612 -6.991  0.527
H -0.306 4.966 -6.888  0.467
H 1.040 4.233 -4.377  0.274
H 0.557 5.857 -4.783  0.534
H 0.162 5.288 -3.322  0.190
H -1.993 6.207 -3.746  0.251
H -2.295 6.322 -5.599  0.460
H -3.221 5.242 -4.679  0.245
H 0.073 2.035 -3.026  0.292
H 0.753 1.661 -4.675  -0.282
H 0.059 0.528 -3.610  0.321
H -3.263 3.295 -2.956  -0.309
C 5.120 -2.056 -8.037  -1.741
C 4.526 -1.199 -6.787  1.520
C 3.357 -0.452 -7.500  -1.703
C 2.331 0.167 -6.546  -0.173
C 1.990 -0.929 -5.537  -0.315
C 3.161 -1.614 -4.719  2.934
N 4.122 -2.144 -5.729  0.232
O 5.139 -2.887 -5.165  -0.298
C 3.684 -0.515 -3.735  -1.619
C 2.493 -2.681 -3.882  -1.003
C 5.576 -0.175 -6.369  -1.637
H 4.434 -2.588 -8.696  0.371
H 5.647 -2.903 -7.600  0.362
H 5.646 -1.400 -8.731  0.388
H 3.806 0.320 -8.125  0.540
H 2.791 -1.130 -8.138  0.418
H 1.421 0.476 -7.061  0.249
H 2.598 1.129 -6.107  0.182
H 1.296 -1.674 -5.928  0.705
H 1.423 -0.466 -4.729  -1.178
H 3.737 0.494 -4.145  0.178
H 3.086 -0.550 -2.824  0.174
H 4.691 -0.859 -3.500  0.477
H 3.178 -2.894 -3.062  -0.980
H 1.533 -2.398 -3.450  0.135
H 2.344 -3.505 -4.580  0.824
H 5.343 0.394 -5.468  0.238
H 5.893 0.538 -7.129  0.394
H 6.482 -0.759 -6.212  0.401
H 5.047 -3.707 -5.657  0.328
C -7.997 0.714 -7.587  -2.057
C -7.266 1.831 -6.884  2.336
C -8.143 3.064 -7.298  -1.618
C -8.043 4.394 -6.577  -0.745
C -8.171 4.137 -5.088  -1.344
C -7.344 2.886 -4.451  1.915
N -7.409 1.698 -5.331  -0.014
O -6.732 0.564 -4.779  -0.187
C -5.906 3.419 -4.235  -0.672
C -8.078 2.524 -3.138  -2.655
C -5.802 2.000 -7.389  -2.056
H -8.289 1.083 -8.570  0.491
H -8.944 0.376 -7.165  0.408
H -7.329 -0.086 -7.903  0.403
H -7.931 3.414 -8.309  0.458
H -9.168 2.737 -7.474  0.603
H -8.737 5.144 -6.959  0.431
H -7.011 4.738 -6.648  0.262
H -9.207 4.100 -4.752  0.480
H -7.836 5.068 -4.632  0.417
H -5.833 4.492 -4.056  0.278
H -5.538 2.782 -3.432  -0.299
H -5.166 3.220 -5.010  0.143
H -8.228 3.277 -2.363  0.719
H -9.012 1.985 -3.296  0.523
H -7.364 1.929 -2.569  0.279
H -5.374 2.991 -7.237  0.258
H -5.475 1.804 -8.411  0.512
H -5.111 1.278 -6.955  0.403
H -7.368 -0.150 -4.859  0.236
C 3.511 0.877 6.467  -2.372
C 3.529 0.778 8.018  2.394
C 3.217 -0.672 8.363  -0.984
C 3.490 -1.125 9.816  -1.092
C 4.962 -0.707 10.262  -1.239
C 5.434 0.729 9.790  1.585
N 4.930 1.027 8.425  0.483
O 5.297 2.300 8.099  -0.551
C 5.071 1.745 10.933  -1.940
C 6.967 0.612 9.742  -1.945
C 2.493 1.650 8.590  -1.687
H 2.647 0.360 6.048  0.122
H 4.413 0.391 6.094  0.470
H 3.517 1.908 6.115  0.705
H 2.183 -0.921 8.125  0.393
H 3.831 -1.248 7.671  0.162
H 3.332 -2.198 9.925  0.433
H 2.749 -0.624 10.438  0.358
H 5.671 -1.416 9.834  0.372
H 4.925 -0.799 11.348  0.431
H 4.177 1.478 11.498  0.400
H 5.888 1.721 11.655  0.515
H 5.039 2.773 10.573  0.319
H 7.336 1.526 9.275  0.426
H 7.477 0.403 10.682  0.413
H 7.326 -0.207 9.119  0.429
H 2.751 2.001 9.589  0.381
H 1.515 1.260 8.872  0.225
H 2.324 2.563 8.020  0.367
H 6.050 2.292 7.504  0.342
C 5.601 3.310 3.256  -1.759
C 5.715 2.349 2.014  1.009
C 5.016 0.997 2.448  -1.700
C 4.823 0.102 1.212  1.688
C 4.008 0.861 0.133  0.513
C 4.543 2.276 -0.364  2.223
N 4.958 3.023 0.849  1.616
O 5.208 4.382 0.633  -0.497
C 5.781 2.092 -1.296  -1.702
C 3.445 2.951 -1.162  -1.512
C 7.180 1.928 1.719  -1.767
H 5.906 4.348 3.128  0.384
H 6.118 2.892 4.120  0.445
H 4.551 3.287 3.550  0.304
H 5.587 0.458 3.204  0.591
H 4.007 1.139 2.834  0.478
H 4.455 -0.860 1.570  -1.122
H 5.815 -0.167 0.851  -0.546
H 3.013 0.879 0.577  0.074
H 3.950 0.178 -0.714  -0.616
H 6.457 1.397 -0.798  0.259
H 5.514 1.641 -2.251  0.112
H 6.282 3.052 -1.421  0.379
H 2.719 3.530 -0.591  0.121
H 3.913 3.634 -1.871  0.482
H 2.896 2.303 -1.844  0.063
H 7.534 0.984 1.304  0.291
H 7.564 1.767 2.726  0.483
H 7.741 2.608 1.078  0.264
H 6.168 4.388 0.610  0.344
C -3.801 -5.050 -4.649  -2.091
C -3.053 -4.133 -3.623  1.599
C -3.815 -2.784 -3.416  -0.136
C -5.066 -3.068 -2.589  -1.745
C -4.874 -3.660 -1.225  0.884
C -3.939 -4.875 -1.292  1.656
N -2.829 -4.798 -2.368  1.096
O -1.810 -5.755 -2.163  -0.563
C -3.314 -4.842 0.195  -1.914
C -4.773 -6.161 -1.357  -1.743
C -1.690 -3.664 -4.154  -1.965
H -3.793 -4.431 -5.547  0.455
H -4.823 -5.338 -4.403  0.352
H -3.311 -6.015 -4.774  0.418
H -3.198 -2.048 -2.900  -0.536
H -4.181 -2.346 -4.345  0.702
H -5.714 -3.694 -3.201  0.419
H -5.495 -2.078 -2.432  0.561
H -5.884 -3.978 -0.964  0.461
H -4.552 -2.850 -0.570  -1.681
H -2.745 -5.771 0.242  0.541
H -2.524 -4.098 0.298  0.202
H -4.132 -4.753 0.909  0.457
H -5.843 -6.088 -1.163  0.327
H -4.697 -6.532 -2.379  0.371
H -4.577 -7.023 -0.719  0.370
H -1.944 -2.996 -4.977  0.588
H -1.133 -4.521 -4.534  0.484
H -1.128 -3.080 -3.426  -0.005
H -1.154 -5.116 -1.876  0.380
O -8.372 1.881 1.955  -0.498
H -8.396 1.397 1.129  0.382
H -8.362 1.203 2.630  0.347
O 2.236 4.339 1.564  -0.997
H 3.034 3.904 1.266  -0.167
H 1.547 3.684 1.445  0.492
O -1.957 7.426 2.393  -0.683
H -2.485 7.367 1.597  0.257
H -2.342 8.153 2.883  0.265
O -7.798 -0.083 3.676  -0.687
H -7.675 -0.592 4.478  0.264
H -8.247 -0.682 3.079  0.406
O -9.026 -1.395 1.801  -0.701
H -8.781 -0.888 1.027  0.266
H -9.005 -2.306 1.507  0.292
O -0.146 -4.112 -0.829  -0.209
H -0.377 -3.186 -0.892  0.126
H 0.501 -4.151 -0.125  0.105
O -9.213 4.294 0.321  -0.614
H -9.976 3.724 0.418  0.339
H -8.463 3.717 0.467  0.196
O -4.318 -1.776 2.084  -0.415
H -3.851 -1.039 2.478  0.285
H -4.202 -1.657 1.141  0.004
O 0.399 6.166 2.617  -0.638
H -0.441 6.584 2.428  0.523
H 0.506 5.518 1.920  0.244
O -0.729 4.315 0.200  0.204
H -0.828 4.989 -0.471  0.004
H -0.854 3.490 -0.268  -0.087
O -1.455 2.354 3.684  -0.638
H -1.784 1.458 3.763  0.164
H -2.236 2.883 3.522  0.238
O -1.242 -0.088 7.486  -0.646
H -0.956 -0.463 6.654  0.260
H -1.577 -0.834 7.983  0.293
O -1.090 8.416 -1.847  -0.642
H -0.213 8.476 -1.469  0.343
H -1.566 7.830 -1.259  0.388
O -5.242 -4.183 3.057  -0.669
H -4.949 -3.413 2.571  0.430
H -4.927 -4.038 3.950  0.286
O -4.270 9.018 1.505  -0.637
H -3.913 9.223 0.641  0.303
H -4.857 8.277 1.353  0.305
O -4.079 6.182 4.850  -0.561
H -4.903 6.242 4.367  0.406
H -4.337 6.222 5.771  0.250
O -6.809 6.506 4.084  -0.699
H -7.747 6.692 4.139  0.302
H -6.759 5.647 3.665  0.389
O -8.307 0.607 -0.442  -0.835
H -8.702 1.434 -0.717  0.105
H -7.366 0.743 -0.546  0.795
O -6.632 3.852 3.052  -0.425
H -6.170 3.097 3.416  0.189
H -7.207 3.480 2.383  0.263
O -2.696 6.718 -0.571  -0.265
H -2.921 5.794 -0.455  0.071
H -3.217 6.999 -1.323  0.224
O 0.126 -0.612 5.202  0.334
H -0.079 -0.779 4.282  0.527
H 1.004 -0.973 5.321  -0.262
O 0.583 2.383 1.880  0.038
H -0.100 2.625 2.505  0.228
H 0.832 1.493 2.128  -0.168
O -5.071 1.264 3.927  -0.554
H -4.645 0.623 4.496  0.253
H -5.779 0.777 3.505  0.217

Results
Gap between HOMO and LUMO ... 7.13 eV
Total charge ... -1
DFT total energy ... -174467.840 eV
Molecular weight ... 1859.2 g mol⁻¹

No. 4
Density functional theory data (the ωB97M-V functional and the def2-TZVPD basis) for a single C5H2O molecule.

Each line ends with the natural charge from an NBO analysis.
CARTESIAN COORDINATES (ANGSTROEM)
C -1.471 -2.442 0.587  -0.112
C -0.795 -1.454 0.449  -0.109
C -0.064 -0.307 0.222  -0.001
C 0.533 0.712 -0.040  -0.052
C 1.145 1.948 -0.501  0.353
O 1.536 2.088 -1.636  -0.465
H -2.090 -3.309 0.678  0.244
H 1.207 2.764 0.241  0.141

Results
Gap between HOMO and LUMO ... 9.60 eV
SMILES ... C#CC#CC=O
DFT total energy ... -7260.481 eV
Molecular weight ... 78.1 g mol⁻¹